{
  "formula": "C45H88ClO41P4",
  "method": "ωB97M-V/def2-TZVPD",
  "species": ["Cl", "O", "O", "O", "O", "C", "C", "O", "C", "O", "O", "H", "H", "H", "H", "C", "C", "O", "C", "O", "O", "H", "H", "H", "H", "C", "C", "O", "C", "O", "O", "H", "H", "H", "H", "C", "C", "O", "C", "O", "O", "H", "H", "H", "H", "C", "C", "O", "C", "O", "O", "H", "H", "H", "H", "C", "C", "O", "C", "O", "O", "H", "H", "H", "H", "C", "C", "O", "C", "O", "O", "H", "H", "H", "H", "C", "C", "O", "P", "O", "O", "C", "C", "O", "C", "C", "H", "H", "H", "H", "H", "H", "H", "H", "H", "H", "H", "H", "H", "H", "H", "C", "C", "O", "P", "O", "O", "C", "C", "O", "C", "C", "H", "H", "H", "H", "H", "H", "H", "H", "H", "H", "H", "H", "H", "H", "H", "C", "C", "O", "P", "O", "O", "C", "C", "O", "C", "C", "H", "H", "H", "H", "H", "H", "H", "H", "H", "H", "H", "H", "H", "H", "H", "C", "C", "O", "P", "O", "O", "C", "C", "O", "C", "C", "H", "H", "H", "H", "H", "H", "H", "H", "H", "H", "H", "H", "H", "H", "H"],
  "coordinates": [[-10.3672, -22.3997, -3.4010], [-10.5975, -23.2471, -2.2344], [-11.4298, -21.5001, -3.6084], [-9.1527, -21.7254, -3.1173], [-10.2399, -23.3249, -4.4832], [-9.0007, -26.4008, -5.6725], [-7.6051, -26.6266, -6.2383], [-8.0065, -27.0001, -7.5549], [-9.2459, -26.6181, -7.8065], [-9.8087, -26.7993, -8.9100], [-9.8270, -26.2146, -6.7451], [-9.0738, -25.5991, -4.9376], [-9.3364, -27.2563, -5.0863], [-7.0962, -27.3615, -5.6147], [-6.9955, -25.7230, -6.2267], [-12.4141, -19.9082, -0.8521], [-11.1399, -19.1630, -1.3164], [-10.9140, -18.3708, -0.2359], [-12.0778, -18.1882, 0.4935], [-12.2213, -17.3520, 1.3912], [-13.0440, -19.0129, -0.0016], [-12.3224, -20.9064, -0.4240], [-12.9650, -19.9912, -1.7890], [-11.3189, -18.5973, -2.2308], [-10.3149, -19.8544, -1.4878], [-14.4793, -23.5279, -4.2798], [-13.9622, -24.8820, -3.7878], [-13.9432, -24.6614, -2.4176], [-14.7693, -23.6558, -2.0832], [-15.1827, -23.4176, -0.9745], [-15.1714, -23.0244, -3.1243], [-15.0894, -23.4707, -5.1812], [-13.5895, -22.9192, -4.4401], [-12.9630, -25.0470, -4.1908], [-14.5564, -25.7327, -4.1214], [-13.2860, -27.1224, -7.2238], [-13.6598, -26.9977, -8.6905], [-13.2069, -28.1702, -9.3063], [-12.4440, -28.9060, -8.4367], [-11.8979, -29.9407, -8.7671], [-12.4210, -28.2795, -7.2142], [-14.0940, -27.0817, -6.4933], [-12.6316, -26.2997, -6.9356], [-13.1382, -26.1192, -9.0702], [-14.7435, -26.9023, -8.7583], [-5.8560, -24.9360, -2.4991], [-6.4600, -24.0193, -3.5468], [-5.7929, -24.4488, -4.7286], [-4.8668, -25.3124, -4.5159], [-4.0858, -25.6955, -5.3884], [-4.7826, -25.5824, -3.2147], [-6.6306, -25.5977, -2.1115], [-5.4219, -24.4021, -1.6537], [-6.2300, -22.9628, -3.4090], [-7.5400, -24.1580, -3.5954], [-8.8015, -22.7025, -8.2119], [-10.2190, -22.1793, -7.9559], [-10.3083, -20.9578, -8.6252], [-9.1119, -20.5028, -8.9138], [-8.8376, -19.3370, -9.1843], [-8.1877, -21.5344, -8.7254], [-8.6848, -23.5384, -8.9018], [-8.3590, -22.9025, -7.2361], [-10.3038, -21.9428, -6.8953], [-11.0101, -22.8788, -8.2261], [-12.9184, -24.4810, 1.0987], [-12.1364, -25.4477, 1.9666], [-12.4028, -25.0768, 3.2981], [-13.0634, -23.8772, 3.3379], [-13.4550, -23.3319, 4.3332], [-13.2054, -23.4504, 2.0943], [-13.7523, -25.0100, 0.6373], [-12.2670, -24.1483, 0.2906], [-11.0980, -25.3885, 1.6405], [-12.4732, -26.4408, 1.6690], [-11.6412, -14.8932, -1.4085], [-12.1863, -14.7046, -2.8536], [-12.6661, -15.9968, -3.2321], [-13.2764, -16.2032, -4.7227], [-14.4230, -15.3158, -5.1058], [-12.0545, -16.2510, -5.7536], [-10.8236, -16.7998, -5.3665], [-10.4384, -17.8895, -6.3578], [-13.7294, -17.7397, -4.6994], [-14.7453, -18.3092, -5.5941], [-14.6823, -19.8429, -5.3876], [-10.6957, -15.4344, -1.3718], [-11.5552, -13.8882, -0.9955], [-12.3148, -15.4750, -0.7793], [-12.9320, -13.9106, -2.8955], [-11.4546, -14.2351, -3.5111], [-10.0119, -16.0726, -5.3432], [-10.9515, -17.2027, -4.3618], [-11.3475, -18.4087, -6.6611], [-10.0994, -17.5123, -7.3227], [-9.7165, -18.5837, -5.9276], [-15.6939, -17.8077, -5.4024], [-14.6068, -18.0778, -6.6502], [-13.9229, -20.2200, -6.0725], [-14.2816, -20.1538, -4.4228], [-15.6069, -20.2974, -5.7437], [-4.3668, -29.7671, -3.5981], [-5.3459, -28.7989, -2.8876], [-6.4093, -29.5652, -2.3701], [-7.0385, -29.0801, -0.9237], [-6.0025, -28.7458, 0.0803], [-8.2046, -28.0208, -1.3605], [-9.2044, -28.2707, -2.3072], [-10.0478, -26.9910, -2.4012], [-8.0263, -30.3308, -0.5308], [-7.5322, -31.2933, 0.4312], [-6.5248, -32.3425, -0.1379], [-3.5639, -29.1056, -3.9235], [-4.1204, -30.6001, -2.9397], [-4.7811, -30.2509, -4.4827], [-4.7526, -28.2053, -2.1921], [-5.8470, -28.1512, -3.6070], [-8.7404, -28.3859, -3.2867], [-9.8658, -29.1212, -2.1422], [-10.8117, -26.9691, -1.6240], [-9.4629, -26.0963, -2.1879], [-10.6865, -26.9010, -3.2798], [-7.1553, -30.8510, 1.3535], [-8.4448, -31.7971, 0.7498], [-5.5354, -31.9005, -0.2558], [-6.4415, -33.1524, 0.5868], [-6.7955, -32.8887, -1.0415], [-2.0025, -21.4554, -9.9457], [-3.2087, -20.5520, -9.6468], [-2.9883, -20.0217, -8.3834], [-3.9878, -18.9009, -7.7573], [-3.6413, -18.3040, -6.4562], [-5.4195, -19.7626, -7.8088], [-5.4823, -20.9212, -7.0086], [-6.5722, -20.7196, -5.9668], [-4.2376, -17.8563, -8.9941], [-3.3431, -16.8567, -9.2437], [-3.6143, -16.3433, -10.5805], [-1.1759, -20.7488, -9.8711], [-1.9180, -22.2850, -9.2438], [-2.0227, -21.8397, -10.9654], [-3.3465, -19.7883, -10.4122], [-4.1163, -21.1535, -9.6977], [-5.6836, -21.8206, -7.5905], [-4.5949, -21.2095, -6.4452], [-7.4704, -20.5657, -6.5650], [-6.6681, -21.5304, -5.2447], [-6.2614, -19.8039, -5.4639], [-3.3542, -16.0040, -8.5648], [-2.3155, -17.2200, -9.2559], [-4.1572, -15.4124, -10.7442], [-2.6594, -16.2792, -11.1022], [-4.2058, -17.1044, -11.0892], [-8.1248, -23.8684, 1.0845], [-8.3584, -22.4239, 0.5272], [-7.7042, -21.4973, 1.3719], [-8.1037, -19.9582, 1.4089], [-7.2033, -19.0932, 2.2736], [-9.7006, -19.9827, 1.8650], [-10.1530, -20.7976, 2.8961], [-11.6364, -20.6315, 3.1776], [-8.0695, -19.5078, -0.1135], [-6.9188, -19.4708, -0.9422], [-7.1781, -18.6568, -2.2182], [-8.6434, -23.9936, 2.0350], [-8.5822, -24.6507, 0.4788], [-7.0805, -24.1090, 1.2838], [-7.8863, -22.2805, -0.4448], [-9.4230, -22.2058, 0.4424], [-9.9736, -21.8456, 2.6563], [-9.6244, -20.6374, 3.8358], [-11.9272, -21.3833, 3.9114], [-11.7728, -19.6207, 3.5620], [-12.2978, -20.8183, 2.3316], [-5.9921, -19.1876, -0.4432], [-6.7548, -20.5254, -1.1634], [-7.7161, -19.2036, -2.9925], [-7.6208, -17.7015, -1.9361], [-6.2635, -18.3196, -2.7060]],
  "atomic_forces_ev_per_a": [[0.57, -2.96, 3.00], [-0.86, 0.33, 0.23], [-1.31, 1.18, -0.54], [1.40, 1.31, -0.76], [0.30, -0.07, -1.94], [1.03, -0.07, 3.51], [-1.16, 0.89, 0.68], [2.14, -0.63, -0.68], [-1.32, -2.49, -5.52], [1.66, 1.09, 3.16], [-2.49, 1.81, 0.80], [-0.04, 0.51, -0.43], [-0.09, -0.43, -0.38], [0.12, -0.54, -0.82], [-0.06, -0.04, -0.49], [0.18, -0.77, -3.13], [-0.68, -2.46, -0.53], [-0.27, 2.42, 2.72], [0.19, 2.18, 1.29], [0.43, -2.70, -2.69], [0.45, 1.20, 1.50], [0.39, 0.16, 0.26], [-0.67, -0.35, 0.33], [-0.11, 0.23, 0.01], [0.09, 0.14, 0.09], [0.88, 0.31, -0.23], [0.07, 0.49, -1.90], [0.53, -1.04, 1.44], [-0.90, -0.61, 2.92], [0.99, -0.45, -0.61], [-0.75, 1.33, -2.87], [-0.25, -0.28, 0.36], [-0.12, 0.40, 0.00], [0.19, 0.05, 0.36], [-0.43, -0.12, 0.57], [1.70, 0.52, 0.06], [-0.53, 0.89, 0.71], [0.40, -0.76, 0.27], [0.46, -0.94, -0.89], [-1.08, 2.31, 1.32], [-0.52, -0.92, -0.25], [-0.14, -1.05, -0.11], [0.04, 0.11, -0.02], [-0.21, -0.15, -0.53], [0.07, -0.01, -0.55], [0.23, 0.48, 0.41], [0.01, 0.32, 0.45], [-2.46, 1.69, -1.56], [3.67, -1.02, -1.56], [-1.85, 0.21, 2.07], [-0.15, -0.95, 1.00], [0.43, -0.64, -0.13], [0.03, -0.06, -0.09], [-0.11, -0.06, 0.06], [0.05, 0.17, -0.44], [-0.45, 0.65, 0.41], [-0.17, -1.28, 1.29], [-1.25, 0.49, -0.84], [2.22, 2.05, 0.14], [-0.52, -3.32, 0.27], [0.23, 1.59, -0.87], [-0.13, 0.09, -0.04], [0.24, -0.37, -0.15], [-0.22, -0.25, 0.12], [-0.02, 0.28, -0.26], [0.76, -0.18, 0.83], [0.17, -0.41, -1.59], [0.10, -0.34, 0.71], [-0.04, -0.73, 0.37], [0.62, -0.55, -0.93], [-0.96, 0.77, -1.97], [-0.68, 0.93, 0.44], [-0.32, 0.76, 0.15], [0.39, 0.08, 0.95], [0.00, -0.32, 0.94], [-0.35, 0.45, -0.88], [0.46, 0.44, 1.67], [-0.50, -0.34, -2.04], [-2.27, 0.09, -0.50], [2.16, -0.80, 0.40], [-1.08, 1.73, 0.13], [1.10, -1.32, 0.10], [-0.64, -0.04, -0.34], [0.13, 0.05, 0.03], [0.18, -0.09, 0.71], [0.59, 0.80, -1.06], [0.12, 0.25, -0.20], [0.32, -0.12, 0.29], [-0.30, 0.19, -0.19], [-0.86, -0.56, 0.31], [0.64, -0.89, -0.34], [-0.33, 0.49, 0.09], [0.38, -0.20, 0.02], [-0.05, -0.45, 0.44], [0.48, 0.28, 0.24], [0.02, 0.02, -0.13], [-0.10, -0.36, 0.65], [0.80, 0.13, -0.01], [0.17, 0.02, -0.19], [-0.82, 0.19, 0.28], [-0.15, -0.12, 0.62], [-0.90, 0.80, -0.05], [0.79, -0.74, -1.78], [-1.33, 0.05, 2.84], [-1.08, -1.69, -1.13], [-1.42, 0.37, -1.01], [2.13, -0.50, 1.85], [-0.98, 1.19, -1.83], [-0.79, -0.11, 1.12], [1.81, 1.14, 0.02], [-0.34, -1.51, -0.48], [-0.26, 0.44, 0.63], [0.53, -0.58, 0.10], [0.55, 0.41, 0.23], [-0.31, 0.29, -0.08], [-0.52, -0.09, 0.46], [0.52, 0.43, -0.21], [0.25, -0.45, -0.07], [0.45, -0.22, 0.52], [0.09, -0.19, 0.45], [0.13, 0.04, -0.58], [0.60, -0.04, -0.41], [0.34, 0.47, -0.39], [-0.02, -0.18, -0.17], [-0.03, 0.00, -0.12], [0.12, 0.16, 0.39], [-0.39, 0.64, -0.24], [-0.29, 1.10, -0.24], [-0.15, -1.78, -1.57], [-0.07, 1.96, 2.07], [-2.04, -1.09, -0.94], [0.23, -0.70, -1.16], [2.19, 1.84, -0.44], [-0.33, -1.61, 1.46], [0.35, 0.53, -0.80], [-1.57, -2.85, 2.41], [1.92, 1.82, 0.63], [-0.14, 0.14, -2.80], [0.53, -0.52, 0.10], [0.04, 0.22, 0.04], [-0.15, -0.02, 0.02], [0.30, 0.25, 0.06], [-0.28, 0.04, 0.39], [-0.18, 0.28, -0.61], [0.69, 0.66, -0.29], [-0.34, 0.13, 0.61], [-0.05, -0.04, -0.20], [-0.51, 0.05, 0.30], [-0.29, -0.37, 0.76], [0.11, -0.33, 0.35], [0.05, 0.08, 0.63], [-0.13, 0.28, -0.35], [0.08, -0.02, -0.31], [-0.60, 0.74, 0.17], [0.40, -1.44, -0.28], [0.37, 0.49, 1.14], [0.80, 1.97, 2.18], [-1.95, -2.27, -1.63], [2.22, 1.21, -2.26], [-0.56, -1.64, 1.11], [0.31, 0.31, -0.11], [-1.63, 0.49, 0.75], [0.69, -1.07, -0.90], [0.41, 0.26, 0.44], [0.03, 0.34, 0.25], [0.19, 0.21, -0.53], [0.05, 0.20, -0.29], [-0.34, -0.38, -0.30], [-0.04, -0.02, -0.05], [0.14, -0.23, -0.22], [0.28, 0.36, -0.03], [0.07, 0.24, 0.27], [-0.44, -0.08, 0.01], [0.23, 0.22, -0.25], [-0.37, 0.62, 0.47], [0.23, -0.11, -0.58], [-0.47, 0.09, 0.36], [-0.60, -0.19, -0.08], [0.45, -0.41, 0.23]],
  "relative_energy_kj_mol": 0.0,
  "homo_ev": -8.267,
  "charge": -1,
  "gap_ev": 9.657,
  "lumo_energy_ev": 1.39
}